No. 1
Molecular formula: C12H45CaN12O11
Method: DFT, the ωB97M-V functional and the def2-TZVPD basis

Atoms and positions in Å:
C (3.02031, 2.28148, 5.85689)
H (5.49607, -3.78469, -6.37930)
H (-5.50958, 3.82499, 5.13198)
O (-5.80880, 4.40308, -2.08438)
H (-6.97384, 3.35709, 6.54393)
C (-0.86363, 2.54117, -7.25436)
H (-1.95698, -5.04141, -2.55955)
H (0.08789, -0.22824, -0.23080)
N (-0.94973, 2.63565, -8.53034)
Ca (-5.31585, 0.26930, -4.19551)
H (2.49163, 1.59641, 6.51968)
H (-0.06475, 2.55727, -9.01073)
C (-1.06371, 1.20937, 0.80473)
H (-4.26202, -2.02761, 4.20949)
H (7.92286, -1.65204, -0.85275)
C (6.80143, -1.34277, 0.81292)
H (-2.53472, -5.43685, 4.19898)
N (-3.03389, -4.74128, 3.66317)
H (2.52761, 3.23658, 5.67492)
O (6.65224, -1.56271, 1.99516)
H (-4.88278, 4.19337, 6.69391)
H (1.74199, -4.57944, 4.11950)
O (-6.28109, 2.69249, 6.54118)
C (-3.64022, -3.82662, 4.37232)
H (6.35955, -0.60095, -0.93954)
H (2.40789, -3.26496, 3.23076)
H (-1.45755, -8.75208, -2.77732)
H (-4.32260, 2.72786, 5.95110)
H (-0.18758, 1.81124, 1.04608)
H (-2.76210, -7.99668, -3.71838)
H (1.06224, 2.43081, -7.64375)
N (-6.06583, 6.55932, -1.48875)
N (7.77102, -1.88956, 0.11711)
C (2.09343, -3.55397, 4.23361)
N (-2.13153, -5.90724, -3.04942)
H (3.29861, -3.03484, -4.09653)
N (6.05423, -0.56548, 0.02256)
H (1.31349, 6.11106, 1.12339)
N (3.85790, -3.17748, -4.92535)
H (1.28596, -2.84327, 4.40964)
H (-1.89494, 2.51441, -8.86497)
C (2.34805, 6.44519, 1.04509)
H (-0.39934, 1.04423, -1.16333)
C (-0.80729, 0.36615, -0.41375)
O (4.83511, -1.29114, -4.54577)
H (8.29726, -2.61393, 0.58450)
H (2.98269, 4.59926, 1.39877)
N (0.33011, 2.32062, -6.95678)
O (-3.75956, -3.85359, 5.57062)
H (-3.95557, -2.72119, 2.64861)
C (-5.20289, 3.35979, 6.06879)
N (-2.09354, -7.98936, -2.96137)
H (-6.40892, 5.58952, 0.74555)
H (-2.59559, -6.09234, -3.92718)
O (3.20124, 1.51822, 4.66256)
H (-1.96957, 1.78051, 0.60143)
H (3.91407, -4.03654, -5.45351)
H (6.38366, -2.24302, -6.27518)
O (3.14544, -3.31192, 5.13463)
O (-1.78255, 2.35508, -6.43758)
H (3.92748, -3.14533, 4.60336)
H (0.45768, 2.06739, -5.98740)
O (-0.69828, -7.03273, -1.58511)
H (3.91941, 0.88116, 4.66348)
H (-1.13331, 0.50538, 1.63397)
H (2.58909, 7.25647, 0.35820)
C (-1.67000, -6.97431, -2.37306)
O (3.28999, 5.38351, 0.93818)
H (-6.45764, 6.93297, -2.34138)
O (-1.99956, -0.24214, -0.90320)
C (4.82211, -2.33541, -5.10983)
C (-5.92928, 5.33557, -1.26615)
H (-2.87515, -4.61183, 2.67416)
N (5.62607, -2.85481, -6.00711)
H (4.01040, 2.47315, 6.27051)
N (-6.13474, 4.99185, -0.02109)
H (2.30019, 7.05251, 1.94896)
N (-3.92978, -2.80360, 3.65491)
H (5.12221, -0.30498, 0.31165)
H (-6.19196, 7.00245, -0.58995)
H (-5.79036, 4.05440, 0.12955)

multiplicity: 1
net charge: +1
HOMO level: -9.72 eV
Kohn-Sham gap: 3.02 eV



No. 2
Molecular formula: C12H45O13P
Method: DFT, the ωB97M-V functional and the def2-TZVPD basis

Atoms and positions in Å:
H (-2.22309, -3.86590, -0.14869)
O (-2.72629, 2.16472, -3.46901)
C (3.76281, 0.61645, -0.72502)
C (1.19299, -0.23505, 3.10367)
O (-0.71060, 3.53043, 1.19235)
H (3.22309, -0.91049, 6.69404)
O (3.27573, -1.80805, 4.89352)
O (-0.49074, -2.82596, -0.35118)
H (-0.06834, -2.17075, -0.91144)
H (0.68409, 1.12936, -1.15818)
H (1.42680, -0.71029, -5.01743)
O (5.14984, 0.37233, -0.86587)
H (2.56893, 2.62503, -5.04540)
C (-0.38825, 1.04917, -0.98000)
H (1.60379, -2.75442, -4.04797)
H (2.13556, -4.69130, 1.91924)
O (-0.72690, -0.21645, -1.56061)
H (-1.00034, 1.77818, -1.51102)
H (-1.37860, 2.84173, 1.22497)
H (-1.75114, 0.70230, 3.87084)
O (1.72538, -0.67233, -4.10583)
H (-3.48052, 3.60463, -4.68867)
H (0.74928, 4.31128, 2.52403)
H (1.52505, 1.28382, -3.91442)
P (2.01321, -2.57495, 4.17646)
H (1.04755, 2.70466, 1.92806)
H (3.50566, 1.10069, 0.21704)
O (-3.70064, -0.30908, -1.15947)
C (1.35496, -1.85762, -3.48057)
C (3.51466, -1.86792, 6.26226)
H (5.26500, 0.03330, -1.75660)
C (-3.79607, 2.98452, -3.84963)
H (1.64283, -2.00246, -2.43930)
H (-3.97225, -0.31945, -0.23875)
H (-1.67758, -0.29715, -1.45432)
C (1.88274, 3.10741, -4.34930)
H (-4.42449, -0.50674, -2.99958)
O (0.98141, 2.07499, -3.90383)
C (-4.80346, -0.67972, -1.99232)
H (-3.13577, 1.56718, 4.13642)
C (-1.87434, -2.91752, -0.55745)
H (1.40244, 3.96844, -4.81411)
H (3.21998, -0.32744, -0.77491)
H (1.20175, 0.71967, 3.62953)
H (2.15749, -0.40007, 2.62345)
H (3.08998, -2.78115, 6.67909)
H (-5.19046, -1.69308, -1.88538)
C (-2.73183, 0.85246, 3.41940)
H (2.18624, -3.33655, 0.77340)
H (-3.07951, 1.65561, -2.73577)
O (-2.70922, 1.46880, 2.23703)
H (0.28680, -1.93937, -3.27947)
H (2.57470, 3.37964, -3.55232)
H (0.73359, -3.57912, 1.77168)
H (-3.26156, 1.08997, 1.54928)
C (1.82014, -3.66223, 1.74705)
C (0.26327, 3.36013, 2.30674)
H (-0.11406, 3.10659, 3.29742)
H (-2.21759, -2.97451, -1.59042)
H (-5.59091, 0.06092, -1.85282)
H (-0.66322, 0.94837, 0.06992)
O (2.56821, -2.99705, 2.71725)
H (4.57736, -2.03787, 6.43510)
H (3.35378, 1.18685, -1.55895)
H (-3.40102, -0.00081, 3.30894)
O (1.48558, -3.73281, 5.02531)
H (-2.46297, -2.14120, -0.06864)
O (0.89248, -1.41587, 3.89904)
H (-4.64643, 2.35380, -4.10882)
H (0.49853, -0.09748, 2.27487)
H (-4.14550, 3.57678, -3.00392)

multiplicity: 1
HOMO level: -9.75 eV
SMILES: COP(=O)(OC)OC.CO.CO.CO.CO.CO.CO.CO.CO.CO
Kohn-Sham gap: 9.53 eV



No. 3
Molecular formula: C12H48AgO18PV
Method: DFT, the ωB97M-V functional and the def2-TZVPD basis

Atoms and positions in Å:
O (-50.22801, -16.15469, 6.91302)
O (-52.18659, -14.75866, 5.40078)
O (-46.28316, -15.48247, 8.57691)
O (-49.08497, -19.81034, 8.16868)
H (-52.04924, -19.56426, 7.15783)
C (-52.62267, -13.97041, 4.31671)
H (-55.92805, -17.23621, 7.54375)
H (-50.56106, -13.35407, 12.98237)
H (-54.37448, -14.84085, 11.00433)
H (-45.84015, -16.33528, 10.42716)
O (-52.78863, -19.77126, 9.30980)
C (-55.19073, -17.38618, 6.75518)
P (-50.54158, -16.62807, 8.38983)
Ag (-51.92155, -17.20147, 5.98938)
H (-55.53081, -17.15758, 5.74788)
H (-53.77047, -21.15141, 6.47353)
O (-48.83687, -14.02373, 8.61184)
H (-51.38033, -14.38172, 10.43860)
O (-50.22160, -17.86121, 4.55584)
H (-49.00722, -17.29584, 10.54740)
O (-51.36979, -13.64011, 11.08245)
O (-47.66729, -14.72669, 6.30056)
H (-54.50520, -18.58034, 9.29917)
H (-53.45467, -13.30054, 4.55898)
H (-45.39268, -15.33521, 8.25468)
H (-49.72350, -14.49908, 11.90423)
H (-54.94063, -16.45816, 11.18079)
H (-54.74441, -20.26030, 9.69910)
H (-47.43353, -15.48522, 10.25453)
O (-49.02651, -17.63530, 11.47622)
V (-48.15185, -15.95704, 7.25969)
H (-52.10127, -21.65023, 6.38299)
C (-49.98325, -17.17234, 3.33794)
H (-50.60319, -20.88015, 9.14269)
H (-47.92798, -12.11360, 8.50331)
O (-47.53942, -17.23621, 6.52801)
H (-49.37535, -12.26617, 9.46052)
H (-49.68732, -14.28851, 8.99230)
H (-53.91403, -16.59892, 8.00493)
H (-51.79720, -13.34710, 3.96131)
H (-51.93813, -14.17841, 6.15007)
H (-50.56686, -16.25050, 3.29580)
C (-50.70022, -14.13873, 12.24024)
O (-52.42671, -19.58453, 6.26851)
H (-49.10403, -20.69321, 10.06379)
H (-53.06058, -20.98138, 4.93429)
C (-52.80861, -20.92083, 5.99248)
H (-48.92923, -16.92821, 3.19977)
O (-53.95339, -16.74257, 7.03553)
H (-53.24179, -15.95643, 11.73735)
C (-49.51248, -20.82847, 9.06025)
O (-51.49394, -17.79909, 8.01469)
H (-52.33432, -18.94101, 9.04193)
C (-48.45527, -12.78298, 9.18321)
H (-53.69823, -12.11440, 7.44568)
H (-49.19400, -21.77510, 8.62403)
H (-52.99204, -14.57307, 3.48701)
H (-54.00390, -19.16582, 10.89132)
H (-50.72306, -18.58371, 10.75573)
H (-51.71332, -14.02459, 8.28375)
H (-52.77016, -15.78252, 9.41006)
H (-49.45349, -18.43008, 4.68606)
O (-49.12455, -17.04780, 8.84904)
O (-53.64017, -16.18258, 9.66414)
H (-50.31759, -17.74198, 2.46191)
H (-49.14204, -18.94516, 8.59800)
H (-53.36316, -12.61731, 9.11184)
H (-46.00632, -14.55060, 10.41686)
C (-54.05859, -19.42227, 9.83074)
H (-51.29560, -14.91682, 12.72623)
H (-50.96595, -17.19650, 11.87480)
H (-53.95726, -13.77997, 7.90046)
C (-46.37703, -15.49116, 9.99629)
H (-47.80887, -12.92264, 10.05353)
C (-50.37538, -18.09577, 11.66861)
O (-51.95247, -13.23488, 7.74388)
H (-55.04591, -18.47553, 6.76387)
O (-51.12704, -15.41519, 9.11571)
H (-50.39977, -18.77070, 12.51943)
C (-53.29744, -12.91886, 8.06186)
C (-54.03461, -15.88463, 10.99705)

multiplicity: 2
HOMO level (spin up / spin down): -9.45 / -9.45 eV
⟨S²⟩: 0.755
Kohn-Sham gap (spin up / spin down): 9.52 / 5.81 eV